## a
Computed, not measured: a cluster of 2 separate species, CH3Cl2OPS in total, with ωB97M-V/def2-TZVPD.

XYZ file:
```
9
Properties=species:S:1:pos:R:3
C -1.4915 0.5382 -0.2399
O 2.8309 -1.1640 0.7127
P -0.6551 -1.1584 -0.3059
S 2.0206 -0.0134 0.4882
Cl -1.1123 1.5682 1.2408
Cl 2.5129 0.5501 -1.4417
H -2.5541 0.2117 -0.2215
H -1.2470 1.0310 -1.1657
H -0.3044 -1.5635 0.9329
```

The HOMO-LUMO gap (spin up / spin down) is 7.793 / 7.282 eV. Its net charge is 0. The LUMO energy (spin up / spin down) comes out at -1.4 / -1.5 eV.

## b
Computed, not measured: an isolated molecule of CH3Cl2OPS, with ωB97M-V/def2-TZVPD.

XYZ file:
```
9
Properties=species:S:1:pos:R:3
C -1.1696 -0.0075 0.2468
O 1.3266 -0.7947 0.5031
P 0.5604 0.3798 -0.2307
S 1.3762 2.1198 -0.1430
Cl -1.2831 0.2734 1.9844
Cl 0.1233 -0.7964 -2.5198
H -1.3637 -1.0535 0.0179
H -1.8586 0.6405 -0.2919
H 2.2887 -0.7615 0.4331
```

The HOMO-LUMO gap is 8.844 eV. Its net charge is 0. The LUMO energy comes out at -1.4 eV.

## c
Computed, not measured: an isolated molecule of CH3Cl2OPS, with ωB97M-V/def2-TZVPD.

XYZ file:
```
9
Properties=species:S:1:pos:R:3
C 1.1982 0.4835 -0.6723
O -1.7982 -0.2405 2.0362
P -0.5313 -0.1279 -1.1783
S -0.7213 -0.8529 1.3052
Cl 1.3602 1.1235 1.0224
Cl -1.3715 -2.6547 0.8265
H 1.1831 1.3689 -1.4141
H 1.9597 -0.1880 -0.9227
H -1.2788 1.0880 -1.0029
```

The HOMO-LUMO gap is 7.777 eV. Its net charge is 0. The LUMO energy comes out at -1.0 eV.

## d
Computed, not measured: a cluster of 2 separate species, CH3Cl2OPS in total, with ωB97M-V/def2-TZVPD.

XYZ file:
```
9
Properties=species:S:1:pos:R:3
C 0.9809 0.3902 0.1163
O 0.7535 -0.9566 -0.2506
P -0.4191 -1.9491 0.2945
S -2.3345 3.0483 -0.2988
Cl -2.2932 1.1014 -0.2266
Cl 0.2868 -3.7091 -0.3736
H 1.2163 0.1762 1.1792
H -0.0501 0.9499 -0.0437
H 1.8594 0.9490 -0.3965
```

The HOMO-LUMO gap (spin up / spin down) is 9.219 / 4.773 eV. Its net charge is 0. The LUMO energy (spin up / spin down) comes out at -0.6 / -2.7 eV.

Which of them is most stable? Easy: b.

## a
Computed, not measured: a structure of composition C11H19MgNOP, with ωB97M-V/def2-TZVPD.

XYZ file:
```
34
Properties=species:S:1:pos:R:3
C -1.1732 0.1818 -0.4280
C -0.5916 1.4901 -0.9191
C -0.7220 2.5181 0.0145
C -1.3269 1.9562 1.1895
C -1.7503 0.6107 0.8685
Mg 0.4235 1.0084 0.8358
P -0.5003 -1.0942 -1.6614
H -2.3271 0.0228 -0.6774
H -0.1862 1.6085 -1.9273
H -0.3728 3.5592 -0.0690
H -2.2539 0.0760 1.7226
H -1.4403 2.4909 2.1709
H 0.9062 -1.1754 -1.5607
H -0.7639 -0.8321 -3.0335
H -0.9771 -2.3930 -1.4228
O 1.3183 -0.5675 1.0108
C 1.5421 -1.5746 1.7803
C 2.0531 -2.8420 1.2270
C 3.4765 -3.2369 1.6865
C 3.5217 -3.8493 3.0828
C 3.0111 -2.9082 4.1545
C 1.5350 -2.5490 4.0166
N 1.3304 -1.4683 3.0510
H 1.3575 -3.6193 1.5626
H 2.0196 -2.8014 0.1387
H 3.8594 -3.9857 0.9809
H 4.1754 -2.3877 1.6071
H 2.9812 -4.8084 3.1139
H 4.5600 -4.1076 3.3105
H 3.1405 -3.3797 5.1292
H 3.6237 -2.0002 4.1905
H 0.9439 -3.4445 3.7331
H 1.1515 -2.1983 4.9700
H 0.7451 -0.6381 3.3532
```

The HOMO-LUMO gap (spin up / spin down) is 2.518 / 2.518 eV. Its net charge is -1. The LUMO energy (spin up / spin down) comes out at 2.8 / 2.8 eV.

## b
Computed, not measured: a structure of composition C11H19MgNOP, with ωB97M-V/def2-TZVPD.

XYZ file:
```
34
Properties=species:S:1:pos:R:3
C 2.5678 -2.4352 -2.0895
C 3.7158 -2.1613 -2.8046
C 4.2136 -0.8538 -3.0147
C 3.6007 0.3388 -2.5635
C 2.4388 0.3656 -1.8194
Mg 1.4512 -1.1781 -0.9709
P 0.3731 -3.0728 0.0692
H 2.2652 -3.4953 -2.1105
H 4.2536 -2.9853 -3.2898
H 5.1154 -0.7526 -3.6321
H 2.0407 1.3781 -1.6406
H 4.0569 1.2858 -2.8779
H 0.4143 -3.1874 1.4810
H 0.8482 -4.3555 -0.2988
H -1.0165 -3.2534 -0.1446
O 0.1822 0.3604 -0.5342
C -0.8473 0.7210 0.0426
C -1.6908 -0.2477 0.8297
C -1.7363 0.0687 2.3266
C -2.6708 1.2238 2.6832
C -2.2925 2.5891 2.1063
C -2.3427 2.6510 0.5745
N -1.1839 2.0363 -0.0440
H -2.7164 -0.3241 0.4094
H -1.2422 -1.2279 0.7507
H -2.1508 -0.8256 2.8430
H -0.7096 0.2374 2.7197
H -3.7025 0.9665 2.3551
H -2.6870 1.3142 3.7916
H -3.0574 3.2989 2.4912
H -1.3001 2.9266 2.4765
H -3.2870 2.2110 0.1866
H -2.3352 3.7272 0.2946
H -0.5685 2.6555 -0.5965
```

The HOMO-LUMO gap (spin up / spin down) is 2.780 / 2.782 eV. Its net charge is -1. The LUMO energy (spin up / spin down) comes out at 2.4 / 2.4 eV.

Which of them is most stable? Easy: b.

## a
Computed, not measured: a cluster of 2 separate species, C5H12S in total, with ωB97M-V/def2-TZVPD.

XYZ file:
```
18
Properties=species:S:1:pos:R:3
C 1.9152 -0.9163 -1.1111
C 1.9648 -1.6160 0.2396
S 0.4347 -2.4772 0.6378
H 1.4965 -1.5207 -1.9107
H 1.3168 -0.0059 -0.9886
H 2.8838 -0.5318 -1.4457
H 2.1671 -0.8878 1.0224
H 2.7759 -2.3452 0.2589
H -0.3095 -1.4045 0.9746
C -1.3783 1.5779 1.3243
C -1.7432 1.6548 -0.1143
C -1.8691 0.6289 -0.9554
H -2.0890 2.0369 2.0094
H -0.4397 2.1026 1.5428
H -1.1584 0.5377 1.5774
H -1.9889 2.6345 -0.5191
H -2.1548 0.9185 -1.9551
H -1.8239 -0.3864 -0.5873
```

The HOMO-LUMO gap is 9.965 eV. Its net charge is 0. The LUMO energy comes out at 0.9 eV.

## b
Computed, not measured: an isolated molecule of C5H12S, with ωB97M-V/def2-TZVPD.

XYZ file:
```
18
Properties=species:S:1:pos:R:3
C 2.3269 -0.2870 -0.6323
C 1.0207 -0.6737 0.1376
C -0.3425 0.0113 -0.2082
C -0.2650 1.5106 0.0727
C -1.5648 -0.5172 0.5805
H 3.1065 -1.0079 -0.3091
H 2.6679 0.6946 -0.3343
H 2.0701 -0.3986 -1.6977
H 0.8209 -1.8328 -0.0017
H 1.1082 -0.7398 1.1993
H -0.5201 -0.1354 -1.2806
H 0.5708 1.9290 -0.5564
H -1.2190 1.9613 -0.2144
H 0.0453 1.7901 1.1749
H -1.6207 -0.1132 1.6375
H -1.4148 -1.5730 0.6657
H -3.8373 -0.4290 0.3448
S -2.9531 -0.1894 -0.5784
```

The HOMO-LUMO gap is 10.073 eV. Its net charge is 0. The LUMO energy comes out at 1.0 eV.

Which of them is most stable? Easy: b.